ORCA calculation (the ωB97M-V functional and the def2-TZVPD basis) on 2 unconnected molecules or ions with the total composition C2H2BrO2S.

Properties
Total charge = -1
Relative energy (zero: lowest compared OMol25 entry of this formula, charge and spin) = 45.9 kcal per mole
LUMO = 3.6 eV
Strongest force on any atom = 3.8 eV Å⁻¹

The geometry in XYZ format:
```
8
Properties=species:S:1:pos:R:3:forces:R:3:mulliken_charge:R:1
C -0.560478 0.721954 -2.274643 2.72 -2.23 -1.32 0.739
C 0.550755 -0.087823 -0.231174 0.26 -1.68 0.15 -0.593
O -1.591116 1.048732 -1.920845 -3.17 1.55 1.51 -0.375
O 0.288513 0.392834 -3.015729 0.32 0.28 -0.15 -0.412
S -0.070215 -0.148796 1.525261 0.49 0.20 -0.29 -0.280
Br 1.905064 1.371494 -0.520499 0.52 0.11 0.61 -0.297
H 1.197299 -1.067144 -0.180734 -0.91 1.65 -0.41 0.146
H -0.258272 1.158009 1.724487 -0.24 0.11 -0.09 0.073
```
Forces are in eV/Å.


ORCA calculation (the ωB97M-V functional and the def2-TZVPD basis) on a single C24H24FN3O5 molecule.

Properties
Relative energy (zero: lowest compared OMol25 entry of this formula, charge and spin) = 53.4 kcal per mole
SMILES string = O=C(NCC(=O)N(c1ccccc1F)[C@@H](C(=O)NC1CCCC1)c1ccco1)c1ccco1
LUMO = 0.6 eV
Strongest force on any atom = 1.3 eV Å⁻¹

The geometry in XYZ format:
```
57
Properties=species:S:1:pos:R:3:forces:R:3:mulliken_charge:R:1
O 1.949020 1.250800 0.205049 0.00 0.03 0.16 -0.799
C 3.039758 1.002529 -0.291604 0.34 0.03 -0.53 0.309
N 3.183539 0.679582 -1.598378 0.07 -0.02 -0.14 -0.021
H 4.059836 0.286660 -1.902620 -0.05 0.03 0.07 0.354
C 1.988957 0.409180 -2.365528 -0.03 0.06 0.24 -0.772
H 1.376836 1.314774 -2.387610 0.10 -0.16 -0.12 0.335
H 2.265344 0.119241 -3.378934 -0.05 0.04 0.08 0.393
C 1.236445 -0.737499 -1.678360 0.21 0.22 -0.19 0.812
O 1.841458 -1.686167 -1.223819 0.13 -0.12 0.04 -0.722
N -0.102650 -0.583047 -1.523683 -0.25 -0.19 0.20 0.732
C -0.867071 0.414329 -2.167747 -0.01 0.36 -0.44 -0.667
C -1.673438 1.289591 -1.448396 0.13 0.10 -0.22 -0.076
C -2.460331 2.217676 -2.106215 -0.04 0.03 0.08 -0.868
C -2.460085 2.288634 -3.489096 0.05 -0.05 0.01 -0.568
C -1.666216 1.426195 -4.225239 0.09 -0.12 -0.02 -0.686
C -0.888748 0.500079 -3.559168 -0.10 0.00 0.16 0.690
F -0.121636 -0.347402 -4.282251 -0.08 0.09 0.14 -0.341
H -1.650166 1.450129 -5.303276 0.02 -0.01 -0.11 0.489
H -3.078579 3.010991 -3.998415 -0.05 0.07 -0.05 0.400
H -3.079907 2.888755 -1.532149 -0.06 0.06 0.06 0.461
H -1.678541 1.233295 -0.372494 0.01 -0.01 0.10 0.546
C -0.826213 -1.589645 -0.744785 -0.36 -0.22 0.09 0.580
C -2.086857 -1.996722 -1.432795 0.41 -0.88 -0.23 -0.102
C -2.375444 -3.095054 -2.188360 0.29 0.54 0.41 -1.055
C -3.719764 -2.944480 -2.605228 -0.32 0.43 0.10 -0.462
C -4.143173 -1.767266 -2.072744 -0.32 -0.61 -0.49 -0.653
O -3.163700 -1.185142 -1.365655 0.08 0.21 0.31 -0.192
H -5.082460 -1.253245 -2.121540 -0.09 0.14 0.06 0.480
H -4.285371 -3.620704 -3.212416 -0.19 -0.09 -0.12 0.473
H -1.715121 -3.906940 -2.413825 0.21 -0.15 0.01 0.538
H -0.160056 -2.461270 -0.689966 -0.23 0.17 -0.01 0.794
C -1.120065 -1.176168 0.722403 0.41 0.16 -0.55 -0.279
O -1.975962 -1.763084 1.349410 -0.25 -0.21 0.30 -0.679
N -0.359608 -0.174760 1.183806 0.39 0.23 -0.02 0.504
H 0.398534 0.190067 0.619815 -0.12 -0.08 -0.10 -0.122
C -0.390044 0.316182 2.550838 -0.10 -0.16 0.07 -0.079
C -1.802746 0.736097 3.015492 -0.11 -0.03 0.03 -0.877
H -2.525196 0.642395 2.207390 -0.02 0.09 -0.05 0.200
H -1.787426 1.775943 3.344675 -0.01 0.04 0.00 0.489
C -2.145731 -0.191515 4.181603 -0.05 0.12 0.09 -0.665
H -2.840105 0.264727 4.885827 -0.07 -0.03 0.03 0.448
H -2.584791 -1.108854 3.790949 -0.04 -0.02 0.02 0.208
C -0.787238 -0.503457 4.800246 -0.02 -0.12 -0.06 -0.727
H -0.423192 0.356680 5.366438 0.02 0.03 0.09 0.270
H -0.813024 -1.368540 5.460856 0.04 0.01 0.10 0.402
C 0.085631 -0.736408 3.571692 0.07 0.08 0.09 -0.787
H -0.115286 -1.729022 3.169236 0.03 -0.03 -0.01 0.292
H 1.151836 -0.653087 3.777847 0.07 -0.04 -0.04 0.377
H 0.279790 1.179219 2.554546 -0.06 -0.08 -0.01 0.569
C 4.285888 1.078366 0.471986 -0.17 0.29 1.29 0.304
C 4.486970 1.388415 1.793648 -0.35 -0.17 -0.88 -0.385
C 5.876463 1.290552 2.013066 0.35 -0.15 -0.44 -0.505
C 6.418912 0.928241 0.815951 0.26 0.17 0.80 -0.454
O 5.471935 0.796679 -0.120062 -0.20 -0.10 -0.50 -0.389
H 7.431899 0.740443 0.518066 0.08 -0.05 -0.14 0.475
H 6.399353 1.463169 2.930831 0.18 0.02 0.15 0.452
H 3.727536 1.649866 2.500689 -0.22 0.04 0.10 0.555
```
Forces are in eV/Å.


ORCA calculation (the ωB97M-V functional and the def2-TZVPD basis) on a molecular structure, C6H10NO.

Properties
Total charge = +1
Relative energy (zero: lowest compared OMol25 entry of this formula, charge and spin) = 245.9 kcal per mole
LUMO = -9.1 eV
Strongest force on any atom = 6.8 eV Å⁻¹

The geometry in XYZ format:
```
18
Properties=species:S:1:pos:R:3:forces:R:3:mulliken_charge:R:1
O -2.680777 -0.208349 -1.029732 1.72 0.56 -2.19 -0.341
C -2.336681 0.285937 -2.142128 -5.07 1.49 1.02 0.278
C -1.051107 0.449566 -2.612507 3.03 -0.48 0.71 -0.240
C -0.702735 -1.764052 0.697969 4.59 4.18 2.65 -0.832
C 0.418462 -0.764303 0.618313 -1.91 -2.78 0.23 -0.002
C 0.328309 0.498892 1.227836 3.04 3.27 2.40 0.036
N 1.312388 1.283443 1.734212 -2.53 -3.19 -0.78 -0.363
C 2.671712 0.759659 1.691014 0.52 -0.08 -1.93 -0.715
H -3.155461 0.829837 -2.746859 0.92 -1.15 0.64 0.330
H -0.647344 1.098759 -3.399751 -0.76 -0.16 0.24 0.305
H -0.315442 -0.095108 -2.027111 0.42 -0.31 -0.46 0.330
H -0.581519 -2.678026 0.280006 0.10 -2.37 -2.16 0.324
H -1.221802 -1.740337 1.640186 -1.01 0.46 0.00 0.282
H -0.520917 -0.864365 -0.167731 -1.90 -0.21 -1.13 0.291
H -0.648616 0.930950 1.379070 -0.51 0.21 -0.39 0.450
H 3.324186 1.637632 1.738459 0.06 -0.34 0.34 0.287
H 2.973067 0.013809 2.481861 -0.69 0.79 -0.70 0.290
H 2.834275 0.326055 0.636889 -0.01 0.09 1.53 0.289
```
Forces are in eV/Å.


ORCA calculation (the ωB97M-V functional and the def2-TZVPD basis) on 14 unconnected molecules or ions with the total composition C5H37NO15.

Properties
Relative energy (zero: lowest compared OMol25 entry of this formula, charge and spin) = 88.8 kcal per mole
LUMO = 0.1 eV
Strongest force on any atom = 2.1 eV Å⁻¹

The geometry in XYZ format:
```
58
Properties=species:S:1:pos:R:3:forces:R:3:mulliken_charge:R:1
C -1.242011 1.641966 -0.720387 -1.04 -0.92 0.15 -1.002
C -0.787404 1.028302 0.643360 -1.04 -0.10 -0.51 0.753
C -2.056123 1.111931 1.537763 -0.04 -0.98 0.86 -0.943
C -2.114313 2.351867 2.386484 0.67 1.26 -1.60 -0.083
O -1.196318 3.148158 2.365015 -0.27 -0.26 0.58 -0.482
N -0.256647 -0.331898 0.698234 1.37 0.93 0.55 0.798
C 1.189992 -0.399275 0.621623 -0.25 -1.03 -0.38 -0.820
O 1.687222 -0.261773 -0.704455 -0.05 0.00 0.25 -0.216
H -2.033404 2.347790 -0.456926 0.28 0.39 -0.31 0.502
H -0.572628 2.106764 -1.436555 0.61 0.11 0.41 -0.077
H -1.767317 0.868593 -1.304544 0.28 0.15 0.33 0.091
H -0.008625 1.646678 1.083491 -0.13 0.08 0.13 0.197
H -2.057985 0.268410 2.254482 0.17 0.20 -0.11 0.219
H -3.005643 0.953849 0.992532 0.36 0.32 0.04 0.403
H -3.046319 2.670471 2.872780 -0.16 -0.54 0.37 0.411
H -0.694806 -1.091873 0.196062 -0.26 0.27 -0.20 -0.104
H 1.711372 0.376877 1.174900 -0.47 0.15 0.34 0.202
H 1.486848 -1.377773 1.037288 0.01 0.19 -0.17 0.321
H 1.214480 -0.921545 -1.225658 0.26 0.06 -0.41 0.257
H -1.000542 -5.007452 0.454042 0.06 -0.56 0.05 0.280
H -0.802025 -4.261795 -0.922847 0.08 -0.05 0.42 0.418
O -0.789743 -4.166929 0.059163 0.07 0.33 -0.36 -0.658
H -1.975623 -3.250712 1.023198 0.12 0.58 0.23 0.405
H -2.095677 -1.819703 1.641280 0.39 -0.38 0.22 0.221
O -2.601911 -2.601913 1.405025 -0.86 -0.09 -0.67 -0.677
H 4.074249 1.835945 -0.558397 -0.40 -0.23 0.36 0.375
H 4.482090 3.045944 0.280671 -0.35 -0.33 0.29 0.307
O 3.801062 2.348583 0.246278 1.10 0.16 -0.81 -0.741
H 1.680486 -0.525366 4.404598 0.46 -0.12 -0.03 0.315
H 1.132409 0.887301 4.162302 0.12 -0.50 0.14 0.320
O 0.903434 0.013283 4.530724 -0.46 0.67 -0.26 -0.652
H -4.813958 -1.750592 -0.358383 -0.17 -0.09 0.48 0.301
H -3.404090 -2.213456 -0.701347 0.09 -0.10 0.56 0.336
O -4.177612 -1.775847 -1.066590 0.00 0.30 -0.80 -0.652
H 3.166824 0.943305 -2.441376 0.20 -0.77 0.16 0.375
H 4.317472 -0.127576 -2.193073 -0.47 0.49 0.04 0.338
O 4.115660 0.820653 -2.228139 0.61 0.23 0.26 -0.727
H 0.022693 -0.418478 -3.108240 -0.01 -0.07 0.21 0.184
H 0.531007 -1.641164 -3.863269 0.12 0.14 0.34 0.270
O 0.462278 -1.266761 -2.970455 0.14 -0.40 -0.64 -0.683
H -0.183397 -2.905704 -2.428750 -0.91 0.01 -0.24 0.460
H -1.654554 -3.468988 -2.606444 -0.51 0.77 -0.16 0.304
O -0.733438 -3.698702 -2.598085 1.07 -0.78 0.21 -0.772
H 2.541275 3.273532 -0.453891 -0.15 0.13 -0.20 0.472
H 1.051231 3.482955 -0.351007 -0.27 0.16 0.02 0.308
O 1.805821 3.766173 -0.874499 -0.06 -0.25 -0.03 -0.721
H -2.593276 -0.471270 -3.625624 0.38 -0.11 -0.78 0.242
H -3.094896 -0.490561 -2.278793 0.38 -0.63 0.55 0.214
O -2.277410 -0.729136 -2.759193 -0.96 0.51 0.00 -0.503
H 2.152184 1.906311 -3.700047 -0.29 -0.20 -0.13 0.268
H 1.173156 1.731056 -2.566804 0.19 -0.19 0.11 0.436
O 1.665132 1.211825 -3.225169 -0.08 1.03 -0.20 -0.740
H 2.950282 2.153015 1.932730 0.29 -0.13 0.41 0.256
H 2.174099 3.066944 2.821236 -0.32 0.42 0.27 0.330
O 2.746747 2.303774 2.876772 -0.09 -0.31 -0.53 -0.621
H 0.012785 -1.519152 2.973566 -0.04 0.53 0.50 0.295
H -0.806878 -2.446307 3.968263 0.45 0.50 -0.51 0.284
O -0.407741 -2.370547 3.085058 -0.24 -0.91 0.20 -0.595
```
Forces are in eV/Å.